Entry 1:
DFT (ωB97M-V/def2-TZVPD) results for a gas-phase ion, C5H6N (charge +1) in a non-equilibrium geometry.

E_LUMO (alpha / beta), eV: -7.91 / -7.97
Energy, Eh: -248.42978
Frontier orbital gap (alpha / beta), eV: 7.228 / 7.225
Net charge: +1
Multiplicity: 1

Geometry (Å):
1 H 1.88884 -0.61040 0.92861
2 H 1.52895 -0.90341 -0.61008
3 C -1.20465 -1.34255 0.26565
4 H -1.02608 -2.38970 0.45134
5 C 1.27462 -0.23983 0.14827
6 H 1.51581 0.81254 -0.09099
7 N -2.29070 -0.73786 -0.04288
8 H -0.43667 1.93642 -0.32879
9 H -3.24414 1.35109 -0.07546
10 C -2.38971 0.72817 -0.06762
11 C -0.12440 -0.23893 0.33153
12 C -0.96307 0.95419 -0.10966

Atomic partial charges in e from the Löwdin method, atoms 1 to 2: 0.117, 0.115

=====

Entry 2:
DFT (ωB97M-V/def2-TZVPD) results for 2 unconnected molecules or ions with the total composition C5H14O2 in a non-equilibrium geometry.

E_LUMO, eV: 0.69
Energy, Eh: -349.30217
Frontier orbital gap, eV: 10.908
Multiplicity: 1
Structure (SMILES): CC(C)CCO.O

Geometry (Å):
1 H -1.08867 0.72187 -1.44172
2 H 0.42809 -1.59689 -0.53292
3 H -1.09162 2.20115 0.03142
4 H 0.59297 0.45239 -0.02538
5 H -1.99238 -0.74732 -2.02229
6 C -0.51217 -1.96256 -0.30618
7 O -2.23066 1.58107 1.62587
8 H -2.56138 0.64521 -0.79802
9 C -1.78966 -0.09233 -1.15614
10 H -2.18806 -1.13756 0.61756
11 H -0.16687 2.43828 1.56215
12 H 6.42928 -0.91656 -0.15538
13 H 0.39511 -0.11696 1.40953
14 H -0.89190 -2.51792 -1.18778
15 C -0.26156 0.34624 0.70587
16 C -1.26988 -0.76230 0.07036
17 C -0.94010 1.67347 1.04355
18 H -2.84656 2.16252 1.16386
19 H -0.35867 -2.72166 0.48053
20 O 6.28281 -0.22612 -0.85403
21 H 6.06189 0.57597 -0.23085

Atomic partial charges in e from the Löwdin method, atoms 1 to 2: 0.073, 0.044

=====

Entry 3:
DFT (ωB97M-V/def2-TZVPD) results for a molecular structure, C32H38N2O6PS4Ti.

E_LUMO (alpha / beta), eV: 0.38 / 0.11
Energy, Eh: -4586.83887
Frontier orbital gap (alpha / beta), eV: 4.950 / 7.396
Expectation value of S²: 3.779
Multiplicity: 4

Geometry (Å):
1 H 1.75331 -3.14126 1.37363
2 H -4.50035 -4.03399 -1.82374
3 C 5.19131 -1.98458 -0.16727
4 C -1.91054 0.02421 -2.01965
5 H 4.79028 1.41408 -0.70506
6 C -2.82512 -4.67627 -0.70033
7 O -2.36950 1.90732 0.14244
8 H 4.48609 3.62766 0.35865
9 C -3.13360 0.01624 1.31865
10 H -3.87792 3.52441 -5.36758
11 C -2.10152 3.28406 0.10882
12 H 1.47315 3.96111 -0.08880
13 H -3.34502 -0.53408 0.40365
14 H -1.30622 2.26041 2.98827
15 H 4.00608 -3.76937 -0.00383
16 C 5.05819 -3.48093 -0.00821
17 O 0.08834 1.51865 1.68705
18 C 0.82975 -3.51592 0.94848
19 C -0.98540 3.51492 -0.90456
20 H 6.00285 0.96696 0.51543
21 C -3.31795 1.50390 1.09319
22 H 3.04921 -8.82023 2.50258
23 C -0.74521 -5.25970 0.51749
24 C -3.54321 -3.77001 -1.38937
25 P 3.37387 -0.30723 0.93906
26 H -2.98473 3.85201 -0.21560
27 C -1.80218 -2.07537 -1.02099
28 H -3.18776 -5.68954 -0.57173
29 H -4.65448 -1.78302 -2.85131
30 C 2.41556 -5.52396 2.58304
31 H 3.94195 -6.67129 3.69814
32 H -1.08337 -6.28556 0.61078
33 O -1.80148 -0.33867 1.67947
34 H 5.59832 3.18280 1.66281
35 H -0.61573 4.54275 -0.80508
36 C 2.69289 -7.81243 2.36698
37 C -3.71110 -1.50922 -2.39322
38 H -1.83052 3.64483 1.11104
39 C -1.54924 -4.33897 -0.12395
40 C -4.13987 2.65452 -4.78217
41 S 1.42964 -7.47087 1.26379
42 H -3.19355 2.06496 2.03001
43 O 0.08245 2.59483 -0.81197
44 C -3.19343 1.84363 -4.10361
45 H 1.68248 2.76398 2.13483
46 H -1.39760 3.40092 -1.90792
47 H 4.69976 -1.64578 -1.08000
48 H 1.94576 2.25116 -0.18704
49 H -6.31182 2.61008 -5.08773
50 C 1.13255 2.92952 0.06849
51 H -2.19302 0.16691 3.65363
52 C -3.12696 -0.24288 -2.63714
53 N 0.06444 -2.59269 0.38295
54 H -0.68549 -0.70940 3.30882
55 C 0.50043 -4.86472 1.03760
56 C 0.76796 2.75474 1.53124
57 H 6.23648 -1.67070 -0.19248
58 O 4.06760 1.12263 1.21358
59 Ti 0.17941 -0.36766 0.36862
60 C -5.41556 2.19887 -4.65379
61 H -1.43784 0.98968 -2.14076
62 H 5.54967 -3.99177 -0.83765
63 C 5.10876 1.56737 0.33050
64 C 1.42912 -5.79596 1.67011
65 H 2.59732 -4.53546 2.98099
66 C -0.61367 1.41431 2.91198
67 H -4.34325 1.68222 0.74061
68 S 2.17110 -0.67900 2.44952
69 H 0.08772 1.46215 3.75260
70 C -3.76625 0.77943 -3.45101
71 S -5.47766 0.79766 -3.66900
72 H -2.12669 2.01214 -4.13834
73 O 4.58744 -1.34261 0.96960
74 H 5.51242 -3.81540 0.92431
75 C 5.36242 3.02904 0.61009
76 H -3.81974 -0.32788 2.09985
77 S 2.47714 -0.28048 -0.84162
78 C 3.13966 -6.67975 2.97446
79 H 0.11005 3.55752 1.88241
80 C -1.09684 -2.99299 -0.23819
81 C -3.04830 -2.43277 -1.61119
82 H 6.20227 3.38599 0.01263
83 N -1.27026 -0.81539 -1.21824
84 C -1.35186 0.07833 2.95818

Atomic partial charges in e from the Löwdin method, atoms 1 to 2: 0.059, 0.112